{
  "formula": "C9H18N2O3",
  "method": "ωB97M-V/def2-TZVPD",
  "species": ["H", "H", "H", "C", "H", "H", "C", "H", "O", "H", "H", "H", "N", "H", "H", "N", "H", "C", "O", "C", "C", "C", "O", "H", "H", "C", "H", "H", "H", "H", "C", "C"],
  "coordinates": [[-0.9877, 0.6070, 1.9200], [2.5093, 0.0625, 2.4741], [-3.0985, -0.9825, -1.2429], [-2.4203, 2.5715, -0.5689], [2.3444, -1.7155, 2.6324], [-3.0112, -0.2599, 0.3273], [1.0909, 0.6597, -0.6638], [-1.0216, -0.2298, -1.8421], [1.1933, -2.4555, -0.8531], [2.9122, 0.4647, -1.0207], [0.4574, 1.2963, 1.7375], [-2.6791, 1.3513, -2.2633], [2.2225, 0.0565, -0.3675], [-2.8290, 3.5261, -0.9877], [0.9150, -0.5546, 2.0172], [-0.4272, 1.0883, 1.2589], [-3.2536, 2.1214, -0.0077], [-2.4032, -0.7162, -0.4374], [2.7807, -3.4912, 0.4190], [-1.8989, 1.5571, -1.5776], [2.0501, -0.8281, 2.0208], [2.1276, -2.3986, -0.0486], [1.1058, 1.6134, -1.4865], [-1.6898, 2.8830, 0.1639], [-0.1467, -0.7411, 0.4251], [-0.2268, 0.3255, 0.0592], [-1.0920, 2.0328, -2.1321], [2.6369, -4.3279, -0.0607], [-1.9366, -1.6419, -0.0490], [3.6247, -1.0486, 0.5435], [2.5544, -1.0750, 0.5809], [-1.4030, 0.2497, -0.9702]],
  "forces_ev_per_a": [[-0.7, -0.5, 0.5], [0.2, -0.3, -0.4], [0.0, -0.2, 0.2], [-1.1, 0.7, 0.3], [-0.7, 0.7, -0.3], [-0.3, 0.0, 0.6], [-2.6, 3.3, -0.9], [1.0, -0.7, -0.6], [2.3, -0.2, 1.5], [0.1, -0.8, 0.9], [-0.6, 0.1, -0.5], [-0.9, -0.4, -0.9], [1.9, -1.2, 0.5], [0.3, -0.9, -0.2], [2.2, -1.3, 0.2], [1.0, 2.0, 0.3], [0.1, 0.2, 0.0], [-1.2, -0.4, -0.1], [0.6, 0.7, 0.2], [0.5, 1.3, 1.2], [-1.2, 0.0, 0.0], [-3.0, -0.9, -1.5], [0.2, -1.9, 1.3], [0.3, -0.2, 0.0], [0.2, 0.6, -1.0], [0.4, -2.6, -0.6], [0.1, -0.3, 0.0], [-0.6, 0.7, -0.1], [-0.2, 0.5, -0.2], [0.7, -0.2, 0.4], [-0.4, 1.6, -1.2], [1.3, 0.6, 0.3]],
  "smiles": "CC[C@H](C)[C@H](N)C(=O)N[C@@H](C)C(=O)O",
  "gap_ha": 0.343,
  "homo_energy_ev": -9.0,
  "relative_energy_kcal_mol": 39.7,
  "total_energy_ev": -18747.295,
  "charge": 0,
  "spin_multiplicity": 1
}

---

{
  "formula": "C9H18N3",
  "method": "ωB97M-V/def2-TZVPD",
  "species": ["H", "H", "C", "C", "H", "N", "C", "H", "H", "H", "H", "H", "C", "H", "C", "H", "H", "N", "H", "H", "N", "H", "C", "C", "H", "H", "C", "H", "C", "H"],
  "coordinates": [[3.9075, 1.5077, 1.8234], [-4.6369, 1.1354, -0.8776], [-2.8463, -1.9521, 1.4091], [-4.3848, 0.0740, -0.9195], [1.5866, 2.2392, -0.4298], [-2.0648, 0.6561, -1.0773], [2.9826, 0.9455, 1.3492], [2.0247, 1.2415, 1.6400], [-2.9431, -2.9697, 1.0280], [-0.1759, -2.3663, 1.1997], [0.9216, -1.0863, 0.8308], [-4.2517, 0.0135, -2.0058], [4.1860, 0.0619, -0.6861], [-0.0321, 0.9831, -0.5033], [-0.9746, -0.8284, 0.2525], [2.8756, -0.0003, 1.9032], [-5.1249, -0.6136, -0.4785], [0.0507, -1.6160, 0.6413], [-2.1606, 1.3499, -1.8729], [2.1938, 1.5540, -2.0249], [-0.8373, 0.2285, -0.6168], [5.1365, 0.3903, -0.2104], [3.0859, 0.9538, -0.1105], [-2.3299, -1.0070, 0.3642], [4.0564, 0.1621, -1.7973], [4.0018, -0.9121, -0.1693], [2.2411, 1.5590, -0.8867], [-3.8988, -1.6326, 1.6853], [-3.0218, -0.1574, -0.4587], [-2.1972, -1.8472, 2.3270]],
  "forces_ev_per_a": [[-2.2, -0.9, -0.6], [-0.3, -0.1, 0.9], [-1.4, 0.7, 0.5], [-0.4, 0.0, -0.6], [-1.3, 1.0, 0.6], [-0.4, -0.6, 1.0], [2.1, 0.5, 1.9], [-1.4, 2.1, 0.6], [0.3, -0.1, 0.3], [-0.3, -1.8, 1.6], [-0.6, -1.1, -0.1], [-0.8, -0.9, -0.1], [-1.0, 0.7, 1.0], [-1.9, -2.2, -0.7], [-0.1, 1.6, -2.4], [1.2, -0.6, -0.8], [0.2, 0.5, -0.5], [1.3, 3.5, -0.9], [0.3, -1.4, 1.6], [0.5, -0.1, 1.7], [3.1, 2.1, -0.1], [-0.3, 0.0, -1.0], [2.0, -2.7, -0.3], [-1.6, -1.6, 1.5], [1.0, -0.8, 1.1], [0.2, 0.2, -1.2], [-1.1, 0.8, -2.9], [1.2, -0.4, -0.1], [2.4, 2.1, -1.2], [-0.8, -0.5, -0.9]],
  "gap_ha": 0.352,
  "homo_energy_ev": -12.7,
  "relative_energy_kcal_mol": 38.9,
  "total_energy_ev": -14086.811,
  "charge": 1,
  "spin_multiplicity": 1
}

---

{
  "formula": "C9H18N3O8S2",
  "method": "ωB97M-V/def2-TZVPD",
  "species": ["O", "C", "O", "H", "C", "H", "O", "N", "H", "C", "N", "H", "C", "H", "H", "S", "H", "C", "H", "H", "H", "C", "H", "H", "H", "O", "O", "H", "S", "N", "O", "H", "C", "H", "H", "O", "H", "C", "O", "C"],
  "coordinates": [[-2.6987, 4.8995, -1.1202], [-2.0031, 3.7335, -0.6891], [1.1260, -3.5917, -1.0129], [4.0350, -0.5517, 1.0313], [1.0564, -4.8050, -3.0074], [-3.1265, 3.3609, 1.1258], [-3.9937, 6.3500, 0.3915], [0.2644, 0.3150, 1.0650], [0.8004, -4.0146, -3.7170], [-0.3597, 0.2934, 2.3508], [-1.0702, -1.3250, 0.8527], [-2.4313, 2.8434, -1.1490], [1.9835, -4.2934, -1.9241], [-1.9395, -1.2443, 2.9072], [2.4544, -1.4531, 0.8805], [-0.3224, -4.3075, -0.9937], [3.2046, 1.2773, 0.0951], [-2.1402, 3.7239, 0.8233], [1.6318, 1.7837, 1.8158], [-0.2131, 0.9359, 3.2412], [-0.9556, 3.8293, -0.9905], [1.3321, 1.3481, 0.8268], [2.7553, -3.6330, -2.3139], [0.9650, 2.1676, 0.1637], [1.4783, -5.6511, -3.5463], [-1.6923, 7.0056, -0.3052], [-0.1400, -5.1935, -2.3210], [0.2546, -0.7140, -0.8751], [-2.6569, 6.0249, 0.0425], [2.4566, 0.5921, 0.2180], [-1.3212, -3.3059, -1.2424], [-1.3697, 3.1193, 1.3009], [2.9322, -0.4740, 1.1659], [-1.5578, -2.1328, 0.4373], [2.4518, -5.1174, -1.3807], [-2.0362, 5.0907, 1.2115], [2.6082, -0.2689, 2.2190], [-1.2485, -0.8395, 2.1436], [-0.3746, -5.1809, 0.1232], [-0.1393, -0.5970, 0.1559]],
  "forces_ev_per_a": [[-0.1, 0.0, 0.6], [0.4, -0.1, 0.0], [-0.8, 0.3, -0.2], [-0.9, -0.1, 0.5], [0.3, 0.5, -0.5], [0.1, -0.1, 0.0], [0.3, 0.0, -0.2], [1.0, 2.6, 0.9], [0.0, 0.0, 0.0], [-2.3, -4.4, -3.3], [0.2, 0.4, -0.1], [-0.2, 0.2, -0.1], [0.4, -0.7, -0.1], [0.5, 0.0, -1.0], [0.6, 0.9, 0.2], [0.8, -0.8, -0.8], [-0.2, -0.3, -0.2], [-0.6, -0.2, -0.1], [-0.6, -0.4, -0.6], [0.2, -0.5, -1.2], [0.0, 0.0, 0.0], [0.8, -0.8, -0.5], [-0.2, 0.2, 0.2], [0.3, -0.8, 0.4], [-0.2, -0.1, 0.2], [-0.3, -0.2, 0.2], [-0.1, 0.4, 0.9], [-0.5, 0.0, 1.1], [-0.1, 0.1, 0.0], [-0.5, 0.7, 1.0], [0.4, -0.1, 0.6], [0.1, 0.3, 0.1], [-0.3, -0.3, -0.6], [0.3, 0.5, 0.2], [0.0, 0.0, 0.0], [0.3, 0.1, -0.5], [0.7, -0.1, -0.7], [1.5, 2.2, 0.9], [-0.5, 0.5, -0.1], [-0.8, 0.2, 2.8]],
  "gap_ha": 0.375,
  "homo_energy_ev": -13.4,
  "total_energy_ev": -52136.594,
  "charge": 1,
  "spin_multiplicity": 1
}